# 1
{"formula": "C5H37NO12S", "method": "ωB97M-V/def2-TZVPD", "e_homo_ha": -0.3184, "spin_multiplicity": 1, "homo_lumo_gap_ev": 8.811, "total_energy_ha": -1568.467911, "relative_energy_kcal_mol": 75.5, "elements": ["C", "C", "C", "S", "C", "N", "C", "H", "H", "H", "H", "H", "H", "H", "H", "H", "H", "H", "H", "H", "H", "H", "O", "H", "H", "O", "H", "H", "O", "H", "H", "O", "H", "H", "O", "H", "H", "O", "H", "H", "O", "H", "H", "O", "H", "H", "O", "H", "H", "O", "H", "H", "O", "H", "H", "O"], "xyz": [[0.18419, 1.80267, -0.40691], [0.65419, 2.41288, -1.72280], [-0.36899, 2.23406, -2.85135], [-2.09168, 2.71599, -2.41070], [-0.02681, 0.28694, -0.53968], [0.33448, -0.40245, 0.71703], [-0.48480, -1.60442, 0.89910], [0.82914, 1.94625, 0.44165], [-0.75706, 2.27969, -0.19224], [0.75679, 3.48343, -1.55540], [1.59623, 2.01160, -2.12407], [-0.44423, 1.19512, -3.25229], [-0.12841, 2.84531, -3.70837], [-2.00957, 3.92649, -1.87194], [0.53167, -0.20902, -1.36527], [-1.11007, 0.10670, -0.60944], [1.33200, -0.45367, 0.84527], [-1.28342, -1.80797, 0.20941], [0.18661, -2.47746, 1.00289], [-0.85783, -1.60199, 1.93330], [-0.59388, 2.68486, 2.50795], [-1.96462, 2.42749, 1.87958], [-1.22157, 3.03341, 1.86487], [0.05847, -0.96194, 3.94667], [0.75968, -2.21915, 3.75620], [0.78122, -1.46717, 4.36543], [-1.55509, -3.70456, -2.77269], [-0.95275, -2.32721, -3.22240], [-0.73929, -3.26512, -3.01802], [-3.18120, 0.12154, -0.72479], [-4.12507, -0.48181, 0.33237], [-3.99342, -0.37411, -0.61591], [-3.41603, 1.25694, 2.74745], [-3.84534, 1.77275, 1.40260], [-3.57166, 0.95481, 1.83901], [0.09938, 0.91213, 3.72528], [-0.73862, 0.68704, 2.39519], [-0.80343, 0.81586, 3.36276], [2.64794, -1.01420, -1.91750], [4.23967, -0.53962, -2.14312], [3.46302, -0.62109, -1.59290], [-3.14331, -1.40580, -2.82048], [-2.22023, -0.30098, -2.21462], [-2.24432, -1.19886, -2.54571], [1.95543, 1.29132, 2.50624], [2.36073, 1.34789, 4.07310], [1.79069, 1.67280, 3.37577], [2.96769, -2.41352, -0.67441], [2.43696, -3.15943, 0.59952], [3.06772, -2.50004, 0.29671], [2.25531, -3.31026, -2.62375], [0.74647, -2.75354, -2.42264], [1.69446, -2.67660, -2.17200], [3.99225, -0.11603, 0.54980], [2.89131, -0.86006, 1.36128], [3.25902, 0.00212, 1.15499]], "mulliken_charge": [-0.080, -0.901, -0.569, -0.283, 1.491, 1.292, -1.063, -0.009, 0.357, 0.376, 0.318, 0.240, 0.484, 0.136, 0.235, -1.583, -0.736, 0.332, 0.200, 0.228, 0.401, 0.215, -0.683, 0.376, 0.307, -0.630, 0.270, 0.378, -0.689, 0.307, 0.327, -0.624, 0.308, 0.325, -0.671, 0.361, 0.305, -0.791, 0.416, 0.219, -0.511, 0.268, 0.152, -0.522, 0.380, 0.273, -0.711, 0.352, 0.266, -0.654, 0.233, 0.313, -0.599, 0.238, 0.291, -0.665]}

=====

# 2
{"formula": "C4H9N", "method": "ωB97M-V/def2-TZVPD", "e_homo_ha": -0.2867, "spin_multiplicity": 1, "homo_lumo_gap_ev": 8.934, "total_energy_ha": -212.502640, "relative_energy_kcal_mol": 30.5, "smiles": "C=CNCC", "elements": ["C", "C", "N", "C", "C", "H", "H", "H", "H", "H", "H", "H", "H", "H"], "xyz": [[-2.01147, -1.16529, 1.25292], [-0.98572, -0.29500, 1.16083], [-0.33836, -0.00240, -0.02085], [1.08545, 0.42989, -0.05308], [1.43355, 0.76240, -1.49345], [-1.94813, -2.09131, 0.69596], [-2.85194, -0.97355, 1.90354], [-0.97667, 0.53355, 1.87768], [-0.74010, -0.34361, -0.87927], [1.17568, 1.13335, 0.76963], [1.59295, -0.48498, 0.26811], [2.34847, 1.34695, -1.50101], [1.55372, -0.19655, -1.98836], [0.66257, 1.34654, -1.99267]], "mulliken_charge": [-0.801, -0.066, -0.244, -0.241, -1.210, 0.260, 0.240, 0.210, 0.258, 0.334, 0.236, 0.348, 0.329, 0.347]}

=====

# 3
{"formula": "C7H21N7O14", "method": "ωB97M-V/def2-TZVPD", "e_homo_ha": -0.3993, "spin_multiplicity": 1, "homo_lumo_gap_ev": 10.764, "total_energy_ha": -1715.208241, "relative_energy_kcal_mol": 62.7, "smiles": "C[N+](=O)[O-].C[N+](=O)[O-].C[N+](=O)[O-].C[N+](=O)[O-].C[N+](=O)[O-].C[N+](=O)[O-].C[N+](=O)[O-]", "elements": ["C", "N", "O", "O", "H", "H", "H", "C", "N", "O", "O", "H", "H", "H", "C", "N", "O", "O", "H", "H", "H", "C", "N", "O", "O", "H", "H", "H", "C", "N", "O", "O", "H", "H", "H", "C", "N", "O", "O", "H", "H", "H", "C", "N", "O", "O", "H", "H", "H"], "xyz": [[-1.08438, -0.05498, 0.05472], [-1.51625, -1.36076, 0.64883], [-1.86157, -2.29882, -0.04890], [-1.19882, -1.47602, 1.79463], [-1.56039, 0.77036, 0.58418], [-1.18420, -0.01552, -1.02999], [-0.02135, 0.09855, 0.24046], [1.83717, 0.41151, 5.42981], [2.82930, 0.70361, 6.41471], [3.42561, 1.75594, 6.30827], [3.09661, -0.13144, 7.28020], [1.42122, 1.27127, 4.90456], [1.04722, 0.18581, 6.14615], [2.10856, -0.38754, 4.73990], [-0.51802, -6.92260, -3.51306], [0.61118, -6.10787, -3.98898], [0.43574, -5.16207, -4.73943], [1.75052, -6.38232, -3.64936], [-0.86072, -6.41867, -2.60934], [-0.09515, -7.88929, -3.23959], [-1.27323, -7.02254, -4.29266], [4.98062, 3.77976, -3.71328], [3.64333, 3.21218, -3.29102], [2.84601, 4.11864, -3.08099], [3.41515, 2.02214, -3.35758], [5.12279, 4.84941, -3.55918], [4.97686, 3.75193, -4.80292], [5.76466, 3.18448, -3.24528], [-0.52469, 6.18970, 0.44077], [-0.47996, 5.50159, 1.72790], [0.58299, 5.26108, 2.23320], [-1.56945, 5.17557, 2.13937], [-0.82735, 5.30189, -0.11447], [0.47779, 6.37940, 0.05717], [-1.07600, 7.12687, 0.36407], [-5.99011, 5.22904, -3.23532], [-5.36973, 3.90172, -2.92041], [-4.62737, 3.74691, -1.98703], [-5.55903, 2.96223, -3.68489], [-6.58403, 5.55339, -2.38083], [-6.66836, 5.01300, -4.06079], [-5.21621, 5.93209, -3.54338], [0.85007, -6.88329, 2.85006], [0.73724, -8.10505, 3.72076], [-0.39176, -8.34952, 4.20365], [1.70703, -8.86634, 3.78949], [1.50110, -6.90419, 1.97609], [1.07871, -5.98968, 3.43082], [-0.18950, -6.66141, 2.60885]], "mulliken_charge": [-0.711, 0.858, -0.522, -0.513, 0.282, 0.317, 0.289, -0.707, 0.837, -0.501, -0.510, 0.314, 0.306, 0.262, -0.637, 0.835, -0.510, -0.516, 0.262, 0.294, 0.273, -0.661, 0.793, -0.493, -0.495, 0.309, 0.278, 0.271, -0.698, 0.856, -0.517, -0.507, 0.287, 0.318, 0.261, -0.658, 0.820, -0.499, -0.511, 0.276, 0.302, 0.271, -0.744, 0.811, -0.492, -0.490, 0.291, 0.294, 0.330]}

=====

# 4
{"formula": "C2BaF3NO5S2", "method": "ωB97M-V/def2-TZVPD", "charge": -1, "e_homo_ha": [-0.1144, -0.1660], "spin_multiplicity": 2, "homo_lumo_gap_ev": [4.685, 6.194], "total_energy_ha": -1628.632761, "relative_energy_kcal_mol": 11.9, "elements": ["O", "C", "O", "Ba", "N", "S", "O", "O", "S", "O", "C", "F", "F", "F"], "xyz": [[-1.04779, -3.89706, 0.06663], [-0.29125, -2.92886, 0.08031], [0.87347, -2.68711, 0.14855], [-3.88749, -3.39955, -0.04568], [-0.71669, 1.14825, 0.20218], [-1.40250, 0.11004, -0.82843], [-0.48716, -0.22204, -1.97175], [-1.52850, -1.44851, 0.00254], [0.86589, 0.90002, 0.61185], [0.99184, 1.03332, 2.11203], [1.51951, 2.54932, 0.01701], [1.39818, 2.64423, -1.30361], [0.89776, 3.57581, 0.58180], [2.81471, 2.62214, 0.32658]], "lowdin_spin": [0.030, 0.005, 0.002, 0.917, 0.001, 0.020, 0.002, 0.020, 0.001, 0.000, 0.000, 0.000, 0.000, 0.000]}

=====

# 5
{"formula": "C25H43Cl2F5IrN3O4Si", "method": "ωB97M-V/def2-TZVPD", "e_homo_ha": [-0.1935, -0.2843], "spin_multiplicity": 5, "homo_lumo_gap_ev": [5.531, 5.584], "total_energy_ha": -3257.026746, "relative_energy_kcal_mol": 9.4, "elements": ["C", "C", "H", "H", "H", "C", "C", "H", "H", "H", "H", "Ir", "Cl", "C", "O", "N", "C", "C", "H", "H", "H", "H", "H", "H", "H", "H", "H", "C", "C", "N", "H", "C", "O", "H", "H", "H", "H", "H", "H", "C", "C", "N", "H", "C", "O", "H", "H", "H", "H", "O", "C", "C", "C", "H", "C", "H", "C", "H", "C", "C", "H", "H", "H", "Si", "Cl", "C", "C", "C", "H", "H", "H", "H", "H", "H", "H", "H", "H", "F", "C", "F", "C", "F", "F", "F"], "xyz": [[-3.21323, 2.60951, -0.61017], [-3.77280, 1.55864, -1.51800], [-2.60646, 3.32674, -1.18239], [-2.58507, 2.14926, 0.16418], [-4.02665, 3.18332, -0.13917], [-4.59523, 1.87909, -2.54057], [-4.90177, 3.27515, -2.95662], [-5.15144, 1.10323, -3.06573], [-3.99844, 3.88942, -3.06982], [-5.57384, 3.78495, -2.25323], [-5.41824, 3.23873, -3.92099], [0.07217, -0.15078, 2.36062], [-2.11044, -0.55093, 2.17390], [0.78819, -2.88491, 1.77112], [1.18064, -1.70394, 1.50256], [1.45266, -3.92224, 1.29329], [2.70834, -3.70618, 0.57981], [0.87938, -5.25778, 1.38086], [-0.09851, -3.06433, 2.40230], [3.44891, -3.20953, 1.22231], [2.56239, -3.11416, -0.33644], [3.08800, -4.69311, 0.30765], [0.51612, -5.41980, 2.40210], [1.64877, -5.98792, 1.12228], [0.03290, -5.36053, 0.68535], [4.83153, -1.51567, 3.40784], [5.07652, 0.18538, 5.27952], [4.61124, -0.70091, 2.70569], [4.92271, 0.95182, 4.50760], [4.07284, 0.43346, 3.44450], [3.90045, -1.01976, 1.94348], [2.84584, 0.90495, 3.23412], [2.07046, 0.41127, 2.36569], [4.46815, 1.83807, 4.95785], [2.55792, 1.77910, 3.84333], [5.56375, -0.41249, 2.24761], [5.90576, 1.21123, 4.10181], [3.52468, 5.02919, 1.19797], [1.46444, 3.79421, -0.86844], [4.07281, 4.79763, 0.26996], [2.44247, 3.85705, -1.36689], [3.51210, 3.64602, -0.41724], [5.11866, 4.57731, 0.51870], [3.89374, 2.38251, -0.09029], [3.49669, 1.36094, -0.65030], [2.48237, 3.09258, -2.14893], [4.62697, 2.37263, 0.74439], [4.01411, 5.66091, -0.40095], [2.57332, 4.85876, -1.78322], [-1.95654, 0.12694, -0.90509], [-3.36388, 0.13731, -1.15757], [-3.93278, -0.87895, -3.44345], [-3.89139, -0.98693, -2.05608], [-3.61329, 0.04880, -3.92127], [-4.42291, -1.92693, -4.23475], [-3.80763, -0.03298, -0.16492], [-4.38404, -2.15585, -1.45011], [-4.39534, -1.83138, -5.32385], [-4.90052, -3.08721, -3.62725], [-4.88948, -3.19895, -2.23326], [-4.37615, -2.22437, -0.35895], [-5.24108, -3.92496, -4.24401], [-5.25890, -4.11112, -1.75291], [-0.60110, -0.08891, -2.14429], [-0.23276, 1.92721, -2.17745], [-1.04826, -0.19529, -3.98986], [-0.87553, -1.93019, -1.39687], [1.23406, -0.66323, -1.99793], [-1.53719, -1.13199, -4.27676], [-0.09848, -0.11889, -4.55495], [-1.67630, 0.62763, -4.33244], [1.92847, 0.02036, -2.50257], [1.37583, -1.65556, -2.45569], [1.53062, -0.70530, -0.93189], [-1.77168, -2.34638, -1.87173], [-1.06040, -1.87533, -0.31742], [-0.06805, -2.65625, -1.55238], [-0.79766, -1.08369, 5.02663], [0.07840, -0.20804, 4.41487], [1.34955, -0.46070, 4.95971], [-0.32498, 1.20680, 4.91137], [0.41806, 2.20196, 4.33067], [-1.63872, 1.42088, 4.67150], [-0.12584, 1.29340, 6.24195]], "lowdin_spin": [0.002, 0.004, 0.000, 0.001, 0.000, 0.004, 0.001, 0.000, 0.000, 0.000, 0.000, 2.110, 0.246, 0.025, 0.127, 0.015, 0.002, 0.003, 0.001, 0.001, 0.001, 0.000, 0.000, 0.000, 0.001, 0.001, 0.001, 0.003, 0.003, 0.031, 0.000, 0.042, 0.064, 0.000, 0.001, 0.001, 0.001, 0.000, 0.000, 0.000, 0.000, 0.000, 0.000, 0.000, 0.002, 0.000, 0.000, 0.000, 0.000, 0.208, 0.010, 0.000, 0.005, 0.000, 0.001, 0.002, 0.001, 0.000, -0.001, 0.001, 0.000, 0.000, 0.000, 0.154, 0.034, 0.002, 0.376, 0.163, 0.000, 0.001, 0.000, 0.019, 0.001, 0.004, 0.021, 0.011, 0.014, 0.023, 0.159, 0.029, 0.034, 0.015, 0.009, 0.009]}

=====

# 6
{"formula": "C4H7NO2", "method": "ωB97M-V/def2-TZVPD", "e_homo_ha": -0.3161, "spin_multiplicity": 1, "homo_lumo_gap_ev": 9.522, "total_energy_ha": -361.700137, "relative_energy_kcal_mol": 113.4, "elements": ["C", "C", "N", "O", "C", "C", "O", "H", "H", "H", "H", "H", "H", "H"], "xyz": [[1.62768, 0.26364, -1.58998], [0.75023, 0.17099, -0.37443], [1.06628, -0.10348, 0.82300], [-0.53214, 0.44993, -0.69233], [-1.43054, 0.43663, 0.40155], [-1.56093, -0.90674, 1.06642], [-2.09484, -0.86375, 2.25485], [1.65825, 1.29893, -1.94370], [2.64354, -0.06786, -1.36512], [1.21558, -0.35015, -2.39530], [2.06030, -0.29704, 0.90155], [-1.15473, 1.17828, 1.16236], [-2.41077, 0.68827, -0.01838], [-1.83793, -1.89764, 1.76951]], "mulliken_charge": [-1.010, 0.693, -0.663, -0.333, -0.201, -0.412, -0.376, 0.259, 0.369, 0.274, 0.221, 0.239, 0.272, 0.668]}